Entry 1:
{"formula": "C2H3FLiO2", "method": "ωB97M-V/def2-TZVPD", "elements": ["Li", "C", "C", "O", "H", "H", "F", "H", "O"], "coordinates": [[-1.5701, -1.9739, 1.2757], [0.4558, -0.0229, 0.9571], [-0.4519, 0.7753, 0.0134], [-0.2929, -0.7972, 1.7281], [1.1763, -0.5236, 0.2706], [0.0435, 0.6470, -2.6144], [0.9621, 0.5589, -2.4294], [1.0221, 0.7790, 1.4774], [-1.3449, 0.5575, -0.6785]], "mulliken_charge": [0.877, -0.130, 0.102, -0.907, 0.183, 0.388, -0.390, 0.254, -0.375], "gap_ev": [5.3, 7.8], "e_above_lowest_kj_mol": 50.8, "multiplicity": 2, "e_homo_ev": [-6.168, -8.762]}

Entry 2:
{"formula": "C3H2BeO2", "method": "ωB97M-V/def2-TZVPD", "elements": ["C", "H", "Be", "H", "C", "O", "O", "C"], "coordinates": [[1.3030, -0.3735, -0.0998], [1.9685, -0.3919, -0.9678], [-1.5074, 1.1961, -0.9535], [1.6511, -0.9616, 0.7580], [-0.9237, 0.0115, 0.4576], [-1.3001, -0.5070, -0.6767], [-1.5767, 0.4047, 1.4072], [0.3852, 0.6216, 0.0749]], "mulliken_charge": [-0.296, 0.269, 0.674, 0.304, 1.015, -0.371, -0.485, -0.110], "gap_ev": [6.5, 7.1], "e_above_lowest_kj_mol": 217.1, "multiplicity": 2, "total_charge": 1, "e_homo_ev": [-14.702, -15.756]}

Entry 3:
{"formula": "C2H3NOS", "method": "ωB97M-V/def2-TZVPD", "elements": ["S", "C", "H", "O", "H", "N", "C", "H"], "coordinates": [[2.5379, 0.9979, -0.4557], [-0.7338, -1.0265, -0.0812], [-1.2348, -1.9265, 0.3031], [1.4621, 1.9421, -0.8031], [-0.9619, 1.0923, 0.6790], [-0.7196, 0.1789, 0.7881], [0.4351, -0.4212, 0.6694], [-0.7850, -0.8369, -1.0995]], "mulliken_charge": [0.286, -0.247, 0.213, -0.338, 0.257, -0.254, -0.145, 0.227], "gap_ev": [7.4, 7.3], "e_above_lowest_kj_mol": 532.9, "e_homo_ev": [-8.499, -8.309]}

Entry 4:
{"formula": "C29H28ClN4O5S2Zr", "method": "ωB97M-V/def2-TZVPD", "elements": ["H", "H", "H", "C", "H", "Cl", "O", "H", "H", "C", "H", "C", "C", "H", "C", "C", "C", "N", "H", "H", "C", "C", "O", "H", "H", "H", "H", "H", "C", "H", "C", "C", "C", "C", "H", "C", "H", "S", "H", "H", "H", "C", "N", "O", "C", "H", "H", "O", "Zr", "C", "C", "C", "O", "C", "H", "S", "C", "C", "H", "H", "H", "C", "C", "C", "C", "H", "N", "C", "N", "C"], "coordinates": [[2.2098, 1.7331, -3.3564], [-2.2384, 5.0353, 0.3142], [-3.5919, 1.4471, -2.3904], [-3.5431, -0.4099, 4.0590], [1.7643, -4.8522, -4.2995], [1.1176, -2.5270, 5.0183], [2.0760, 0.3124, -0.2730], [1.1983, 3.9078, -2.7411], [-3.0529, 2.0069, 2.0769], [-0.9351, 0.6860, -2.5868], [-3.2831, 3.0114, -1.6345], [-0.9550, -0.9132, 3.3033], [-2.8978, 2.5236, 1.1243], [-4.0864, -2.0181, 2.7438], [1.6025, -3.7818, -4.1866], [0.3959, 0.6282, -3.0057], [-0.0969, 4.9846, 0.4461], [0.8649, -0.6486, 1.7262], [1.2728, -3.3760, -5.1443], [3.2912, -2.3784, -4.3293], [-0.7120, 3.0601, -2.2555], [0.6150, 2.9989, -2.6771], [-1.9802, 0.3010, 0.0934], [-1.5516, -0.2070, -2.6239], [4.5645, -2.1040, 1.3598], [-2.7176, 1.0941, 5.3545], [-0.5354, 1.5092, 2.0118], [-1.2386, -3.8771, -4.1927], [2.8223, -3.0447, -3.6099], [0.0087, 6.0121, 0.1223], [-2.9233, 1.9846, -1.7165], [0.8788, 2.9522, 1.2662], [2.5558, -1.7455, 2.7457], [1.0292, 4.2418, 0.7606], [-4.5610, -0.2301, 4.3785], [-1.3725, 4.4298, 0.5562], [1.7433, 2.4091, 1.6309], [0.0193, -2.2634, -0.8603], [2.7768, -1.7792, -1.8232], [3.5745, -3.7286, -3.2181], [0.8163, -0.3096, -3.3433], [3.8839, -2.3306, 3.1634], [2.2201, -2.2810, -2.5012], [4.0282, -2.6883, 4.2901], [-1.9706, -1.6782, 2.7520], [-0.3717, 0.6357, 4.6768], [2.0138, 4.6824, 0.6830], [4.8323, -2.4145, 2.2404], [0.0750, 0.2001, -0.1410], [-1.5365, 3.1296, 1.0029], [-0.3957, 2.3990, 1.3918], [-1.4923, 1.9109, -2.1710], [3.7768, -1.1470, -0.1079], [2.8044, -0.6199, 0.3568], [-1.3475, -3.9638, -2.4152], [-3.2300, 1.2054, -0.0798], [-0.7357, -4.2002, -3.2805], [1.3882, -1.8084, 3.5379], [-0.5789, -5.2769, -3.3256], [-1.7389, -2.4886, 2.0698], [-1.1446, 4.0194, -2.0117], [-1.1946, 0.0875, 4.2351], [0.9783, -2.6885, -2.2645], [2.1664, -1.0096, 1.6459], [-2.5069, 0.3377, 4.6107], [-3.7068, 3.2467, 0.9980], [0.4029, -1.1634, 2.8908], [-3.2789, -1.4147, 3.1357], [0.5555, -3.5397, -3.1735], [1.1787, 1.7843, -3.0330]], "mulliken_charge": [0.527, 0.503, 0.521, -0.646, 0.419, -0.025, -0.357, 0.485, 0.096, -0.957, 0.514, -0.465, -0.978, 0.491, -0.606, -0.008, -0.530, 1.441, 0.363, 0.340, -0.312, -0.850, -0.329, 0.510, 0.332, 0.463, 0.760, 0.335, -0.617, 0.458, -1.327, 0.056, 0.163, -0.969, 0.499, -0.675, 0.576, -0.537, -0.009, 0.391, 0.526, 0.423, 0.207, -0.476, -0.196, 0.591, 0.519, -0.494, 0.886, 0.071, 0.030, 0.963, -0.736, 0.523, 0.305, 0.210, -0.869, 0.199, 0.350, 0.548, 0.716, 0.081, 0.624, -0.247, -0.847, 0.701, -0.297, -0.779, -0.015, -0.563], "gap_ev": 7.1, "e_above_lowest_kj_mol": 0.0, "total_charge": 3, "e_homo_ev": -17.481}

Entry 5:
{"formula": "C4H3N3", "method": "ωB97M-V/def2-TZVPD", "elements": ["C", "C", "N", "C", "H", "N", "N", "H", "C", "H"], "coordinates": [[1.4224, 0.0493, -0.5619], [-0.1627, 0.4360, 0.7981], [0.9623, 0.9547, 0.3444], [-1.3426, 1.2228, 0.9672], [2.3131, 0.2480, -1.1400], [-2.3305, 1.7826, 0.7405], [-0.4066, -0.7997, 0.2600], [0.4026, -1.7708, -1.4242], [0.5565, -1.0156, -0.6712], [-1.1483, -1.4303, 0.5346]], "mulliken_charge": [-0.290, 0.091, -0.490, 0.365, 0.384, -0.407, -0.039, 0.367, -0.194, 0.213], "gap_ev": 9.9, "e_above_lowest_kj_mol": 77.5, "e_homo_ev": -9.392, "smiles": "N#Cc1ncc[nH]1"}

Entry 6:
{"formula": "C8H16OSe", "method": "ωB97M-V/def2-TZVPD", "elements": ["H", "Se", "H", "H", "C", "H", "H", "C", "H", "H", "C", "H", "C", "H", "H", "O", "H", "C", "C", "C", "H", "C", "H", "H", "H", "H"], "coordinates": [[-1.5344, -0.2566, -0.1872], [0.3483, 1.0128, 1.6251], [2.5449, -0.7826, -1.7727], [1.5318, 2.2784, -0.7241], [0.0174, -2.2024, -0.3224], [1.2384, 1.0292, -1.9013], [0.9435, -3.8233, 0.8524], [1.9404, -1.7940, 0.5538], [-0.9102, 3.2317, 1.5988], [0.1870, -2.5275, 1.8083], [0.7342, 1.7454, -1.2338], [0.5163, 3.2303, 2.6097], [1.1939, -1.2028, -0.5390], [2.3301, -1.0124, 1.3256], [2.7844, -2.4242, 0.2950], [1.6482, -1.0606, -1.8287], [-1.6698, 0.7128, -1.6160], [-0.0810, 1.0358, -0.2195], [0.8231, -2.7235, 0.9327], [-1.4642, 0.7596, -0.4985], [-0.8998, 2.4885, 3.3156], [-0.3785, 2.6628, 2.3339], [-1.0735, -1.8956, -0.2793], [-2.1597, 1.4109, -0.0620], [-0.0002, -2.7819, -1.1842], [0.2366, 2.4619, -1.8632]], "mulliken_charge": [0.198, 0.116, 0.308, 0.344, -0.919, 0.268, 0.296, -0.823, 0.308, 0.224, -1.325, 0.283, 0.723, 0.115, 0.373, -0.564, 0.324, 0.494, -0.412, -1.168, 0.274, -0.946, 0.277, 0.419, 0.404, 0.412], "gap_ev": [7.5, 7.5], "e_above_lowest_kj_mol": 79.8, "e_homo_ev": [-6.971, -6.947]}

Entry 7:
{"formula": "BrFHOP", "method": "ωB97M-V/def2-TZVPD", "elements": ["H", "O", "Br", "P", "F"], "coordinates": [[1.7796, -0.7753, -0.0488], [2.4515, -0.1814, 0.4270], [-1.6676, -1.2427, -0.0322], [-1.2576, 0.7664, 0.5426], [-1.3060, 1.4329, -0.8886]], "mulliken_charge": [0.327, -0.342, -0.086, 0.270, -0.170], "gap_ev": [10.1, 6.5], "e_above_lowest_kj_mol": 426.2, "e_homo_ev": [-11.379, -8.508]}